C21H35N4O4 | the ωB97M-V functional and the def2-TZVPD basis

Last columns: bonded neighbours and bond lengths (Å).
Atoms and positions in Å:
1 C -5.45055 -3.80300 -1.12461  C2 1.520, H62 1.086, H63 1.086, H64 1.086
2 C -4.30457 -3.01976 -0.50544  C1 1.520, H3 1.099, H4 1.098, O5 1.419
3 H -3.35900 -3.26363 -1.00861  C2 1.099
4 H -4.20889 -3.26262 0.56087  C2 1.098
5 O -4.59372 -1.63997 -0.66266  C2 1.419, C6 1.349
6 C -3.75285 -0.72391 -0.13912  O5 1.349, C7 1.395, C11 1.393
7 C -4.13530 0.61153 -0.27015  C6 1.395, C8 1.381, H61 1.077
8 C -3.35221 1.63041 0.23524  C7 1.381, C9 1.387, H60 1.077
9 C -2.16016 1.34337 0.88361  C8 1.387, C10 1.404, O52 1.374
10 C -1.76876 0.00124 1.00964  C9 1.404, C11 1.386, N13 1.407
11 C -2.55472 -1.02293 0.50506  C6 1.393, C10 1.386, H12 1.075
12 H -2.22105 -2.03760 0.63005  C11 1.075
13 N -0.54206 -0.21745 1.66264  C10 1.407, C14 1.338, H51 1.013
14 C 0.12001 -1.36605 1.84514  N13 1.338, O15 1.215, C16 1.549
15 O -0.23353 -2.47431 1.49591  C14 1.215
16 C 1.51608 -1.17268 2.48765  C14 1.549, N17 1.474, H49 1.093, H50 1.090
17 N 2.50429 -1.22071 1.39501  C16 1.474, C18 1.472, C43 1.474, H48 1.099
18 C 3.80514 -0.61026 1.71483  N17 1.472, H19 1.092, H20 1.092, C21 1.555
19 H 3.64891 0.45546 1.89318  C18 1.092
20 H 4.21757 -1.06192 2.61958  C18 1.092
21 C 4.75278 -0.84411 0.50386  C18 1.555, N22 1.434, H46 1.090, H47 1.095
22 N 4.05313 -1.19368 -0.69833  C21 1.434, C23 1.435, C40 1.449
23 C 3.66526 -0.20761 -1.66546  N22 1.435, H24 1.097, C25 1.538, H39 1.094
24 H 3.69622 -0.67258 -2.65826  C23 1.097
25 C 2.28304 0.44672 -1.49776  C23 1.538, O26 1.237, N27 1.324
26 O 1.61581 0.32116 -0.46379  C25 1.237
27 N 1.87162 1.15152 -2.54045  C25 1.324, H28 1.009, C29 1.470
28 H 2.47835 1.20541 -3.34423  N27 1.009
29 C 0.58305 1.85280 -2.63648  N27 1.470, C30 1.525, C34 1.526, H38 1.094
30 C 0.46978 2.92380 -1.55621  C29 1.525, H31 1.088, H32 1.086, H33 1.086
31 H 1.33420 3.58391 -1.57759  C30 1.088
32 H 0.39234 2.46578 -0.57456  C30 1.086
33 H -0.42154 3.51745 -1.73506  C30 1.086
34 C -0.57100 0.85658 -2.56280  C29 1.526, H35 1.086, H36 1.087, H37 1.086
35 H -1.51314 1.37834 -2.69931  C34 1.086
36 H -0.47744 0.10301 -3.34100  C34 1.087
37 H -0.59261 0.36571 -1.59384  C34 1.086
38 H 0.58405 2.33308 -3.61906  C29 1.094
39 H 4.41316 0.59077 -1.65775  C23 1.094
40 C 3.27743 -2.41240 -0.58437  N22 1.449, H41 1.091, H42 1.097, C43 1.541
41 H 2.46832 -2.38944 -1.31580  C40 1.091
42 H 3.91244 -3.27784 -0.81149  C40 1.097
43 C 2.70200 -2.57018 0.83594  N17 1.474, C40 1.541, H44 1.092, H45 1.091
44 H 3.38479 -3.12348 1.48477  C43 1.092
45 H 1.74303 -3.09061 0.80915  C43 1.091
46 H 5.36000 0.04378 0.33055  C21 1.090
47 H 5.43424 -1.66905 0.73666  C21 1.095
48 H 2.10845 -0.60193 0.57780  N17 1.099
49 H 1.70665 -1.98280 3.19608  C16 1.093
50 H 1.59161 -0.21376 3.00091  C16 1.090
51 H -0.13917 0.65676 1.97758  N13 1.013
52 O -1.29736 2.27079 1.41670  C9 1.374, C53 1.419
53 C -1.72655 3.62114 1.49864  O52 1.419, C54 1.520, H58 1.097, H59 1.097
54 C -0.65305 4.40562 2.23526  C53 1.520, H55 1.087, H56 1.085, H57 1.087
55 H -0.51333 4.00498 3.23586  C54 1.087
56 H -0.95198 5.44611 2.31306  C54 1.085
57 H 0.29022 4.34947 1.69771  C54 1.087
58 H -2.67876 3.67479 2.04004  C53 1.097
59 H -1.86784 4.03047 0.49039  C53 1.097
60 H -3.68473 2.64895 0.12158  C8 1.077
61 H -5.06406 0.83261 -0.76951  C7 1.077
62 H -6.38233 -3.55558 -0.62428  C1 1.086
63 H -5.54679 -3.55343 -2.17749  C1 1.086
64 H -5.26492 -4.86826 -1.02546  C1 1.086

**F_max**: 0.79 eV/A
**Charge**: +1
**SMILES**: CCOc1ccc(OCC)c(NC(=O)C[NH+]2CCN(CC(=O)NC(C)C)CC2)c1
**Spin multiplicity**: 1
**LUMO level**: -2.09 eV
**Energy relative to the best compared isomer or geometry (same formula, charge and spin)**: 0.0 kcal/mol
**E_HOMO**: -10.11 eV
**Frontier orbital gap**: 8.022 eV